(1)
Density functional theory data (ωB97M-V with the def2-TZVPD basis set) for a single C17H18N2O6S2 molecule in a non-equilibrium geometry.

Calculated values
Relative energy (zero: lowest compared OMol25 entry of this formula, charge and spin) = 7.2 kcal per mole
HOMO energy = -8.917 eV
Total charge = 0
SMILES = O=C(OCC(=O)N1CCCC1)c1ccc(NS(=O)(=O)c2cccs2)cc1O
F_max = 0.020 Eh/bohr
HOMO-LUMO gap = 9.07 eV
Electronic energy = -2015.9648 Eh
Multiplicity = 1
LUMO energy = 0.1 eV

Bonds (Å) are listed after each position.
Atoms and positions in Å:
1 S 2.9508 2.2802 0.0158  C23 1.718, C26 1.720
2 S 4.4057 -0.3145 0.5304  O6 1.425, O7 1.429, N10 1.680, C23 1.770
3 O -2.3400 -2.1521 -1.3582  C19 1.220
4 O -5.7772 -0.5929 -1.3636  C21 1.215
5 O 0.2288 -2.1892 -1.8327  C16 1.332, H29 0.987
6 O 4.7912 -1.4688 -0.2112  S2 1.425
7 O 5.3664 0.3467 1.3556  S2 1.429
8 O -3.0461 -1.4835 0.6686  C19 1.341, C22 1.420
9 N -4.7349 0.7484 0.0963  C20 1.458, C21 1.341, C27 1.449
10 N 3.1400 -0.6765 1.5746  S2 1.680, C12 1.380, H28 1.007
11 C 2.8946 1.8389 -2.5111  C24 1.411, C26 1.359, H42 1.074
12 C 1.8579 -0.9552 1.1458  N10 1.380, C15 1.402, C17 1.386
13 C -0.5091 -0.9763 1.5403  C14 1.398, C15 1.372, H36 1.078
14 C -0.7398 -1.4690 0.2519  C13 1.398, C16 1.413, C19 1.463
15 C 0.7617 -0.7105 1.9846  C12 1.402, C13 1.372, H45 1.079
16 C 0.3650 -1.7216 -0.5925  O5 1.332, C14 1.413, C17 1.394
17 C 1.6532 -1.4690 -0.1247  C12 1.386, C16 1.394, H31 1.076
18 C -4.7219 3.0959 0.2945  C20 1.525, C25 1.527, H30 1.087, H43 1.091
19 C -2.0921 -1.7364 -0.2387  O3 1.220, O8 1.341, C14 1.463
20 C -5.3272 1.9413 -0.4964  N9 1.458, C18 1.525, H35 1.095, H37 1.092
21 C -5.0267 -0.4554 -0.4180  O4 1.215, N9 1.341, C22 1.535
22 C -4.3937 -1.6766 0.2639  O8 1.420, C21 1.535, H34 1.094, H44 1.094
23 C 3.6668 0.8400 -0.5886  S1 1.718, S2 1.770, C24 1.360
24 C 3.5651 0.7357 -1.9409  C11 1.411, C23 1.360, H40 1.074
25 C -4.4558 2.4650 1.6596  C18 1.527, C27 1.528, H33 1.088, H39 1.091
26 C 2.5032 2.7465 -1.5779  S1 1.720, C11 1.359, H41 1.072
27 C -3.9703 1.0656 1.2861  N9 1.449, C25 1.528, H32 1.097, H38 1.091
28 H 3.2398 -0.2565 2.4850  N10 1.007
29 H -0.7314 -2.3215 -2.0164  O5 0.987
30 H -5.3908 3.9516 0.3479  C18 1.087
31 H 2.4902 -1.7016 -0.7603  C17 1.076
32 H -2.8977 1.0810 1.0572  C27 1.097
33 H -3.7220 3.0131 2.2463  C25 1.088
34 H -4.9536 -1.9146 1.1728  C22 1.094
35 H -6.4158 1.8961 -0.3854  C20 1.095
36 H -1.3554 -0.8009 2.1853  C13 1.078
37 H -5.1021 1.9766 -1.5642  C20 1.092
38 H -4.1463 0.3325 2.0746  C27 1.091
39 H -5.3840 2.3997 2.2284  C25 1.091
40 H 3.9575 -0.1003 -2.4891  C24 1.074
41 H 1.9797 3.6692 -1.7313  C26 1.072
42 H 2.7123 1.9459 -3.5645  C11 1.074
43 H -3.7824 3.4138 -0.1586  C18 1.091
44 H -4.4621 -2.5093 -0.4430  C22 1.094
45 H 0.9268 -0.3208 2.9773  C15 1.079

Just the natural (NBO) charges please, in e? Sure, here they are: number 1, S, carries 0.491; number 2, S, carries 2.338; number 3, O, carries -0.634; number 4, O, carries -0.611; number 5, O, carries -0.669; number 6, O, carries -0.911; number 7, O, carries -0.923; number 8, O, carries -0.507; number 9, N, carries -0.429; number 10, N, carries -0.842; number 11, C, carries -0.262; number 12, C, carries 0.215; number 13, C, carries -0.108; number 14, C, carries -0.327; number 15, C, carries -0.308; number 16, C, carries 0.480; number 17, C, carries -0.371; number 18, C, carries -0.412; number 19, C, carries 0.802; number 20, C, carries -0.212; number 21, C, carries 0.652; number 22, C, carries -0.173; number 23, C, carries -0.576; number 24, C, carries -0.185; number 25, C, carries -0.407; number 26, C, carries -0.379; number 27, C, carries -0.206; number 28, H, carries 0.425; number 29, H, carries 0.517; number 30, H, carries 0.221; number 31, H, carries 0.248; number 32, H, carries 0.192; number 33, H, carries 0.218; number 34, H, carries 0.210; number 35, H, carries 0.201; number 36, H, carries 0.229; number 37, H, carries 0.218; number 38, H, carries 0.206; number 39, H, carries 0.204; number 40, H, carries 0.250; number 41, H, carries 0.243; number 42, H, carries 0.236; number 43, H, carries 0.203; number 44, H, carries 0.240; number 45, H, carries 0.214

---

(2)
Density functional theory data (ωB97M-V with the def2-TZVPD basis set) for 4 unconnected molecules or ions with the total composition H7O3S in a non-equilibrium geometry.

Calculated values
Relative energy (zero: lowest compared OMol25 entry of this formula, charge and spin) = 12.1 kcal per mole
HOMO energy = -3.812 eV
Total charge = -1
F_max = 0.037 Eh/bohr
HOMO-LUMO gap = 7.65 eV
Electronic energy = -628.1599 Eh
Multiplicity = 1
LUMO energy = 3.8 eV

Bonds (Å) are listed after each position.
Atoms and positions in Å:
1 S 0.5410 -0.0901 1.0215  H5 1.396
2 O 0.6647 -0.8021 -2.2089  H7 1.002, H10 0.963
3 O 0.2987 2.8144 1.8441  H8 0.987, H9 0.983
4 O -2.0708 -1.6283 -1.4177  H6 0.971, H11 0.973
5 H 0.7420 -1.4631 0.8721  S1 1.396
6 H -1.1834 -1.7543 -1.7918  O4 0.971
7 H 0.7016 -0.7203 -1.2110  O2 1.002
8 H 0.7165 1.9287 1.7194  O3 0.987
9 H -0.5525 2.6837 1.3702  O3 0.983
10 H 1.2073 -1.5620 -2.4441  O2 0.963
11 H -1.7460 -0.9828 -0.7657  O4 0.973

Just the natural (NBO) charges please, in e? Sure, here they are: number 1, S, carries -1.042; number 2, O, carries -1.001; number 3, O, carries -0.976; number 4, O, carries -0.976; number 5, H, carries 0.115; number 6, H, carries 0.478; number 7, H, carries 0.507; number 8, H, carries 0.496; number 9, H, carries 0.463; number 10, H, carries 0.453; number 11, H, carries 0.484

---

(3)
Density functional theory data (ωB97M-V with the def2-TZVPD basis set) for a gas-phase ion, C11H15NPS (charge +1) in a non-equilibrium geometry.

Calculated values
Relative energy (zero: lowest compared OMol25 entry of this formula, charge and spin) = 2.6 kcal per mole
HOMO energy = -11.268 eV
Total charge = +1
SMILES = C=C(C)c1ccc(S)c(CC(=[NH2+])P)c1
F_max = 0.129 Eh/bohr
HOMO-LUMO gap = 6.37 eV
Electronic energy = -1222.1011 Eh
Multiplicity = 1
LUMO energy = -4.9 eV

Bonds (Å) are listed after each position.
Atoms and positions in Å:
1 S -3.6725 1.5607 -1.4649  C12 1.781, H28 1.333
2 P 0.5249 -2.8213 -2.2181  C8 1.790, H21 1.386, H27 1.363
3 N -1.3937 -2.9562 -0.2585  C8 1.315, H18 0.968, H19 1.050
4 C 2.7095 0.9152 0.2160  C5 1.313, H16 1.070, H29 1.164
5 C 1.7522 0.9093 1.1139  C4 1.313, C6 1.504, C10 1.489
6 C 1.9811 0.8405 2.5985  C5 1.504, H20 1.134, H25 1.075, H26 1.081
7 C -0.1339 0.0550 -0.1541  C10 1.371, C11 1.370, H22 1.047
8 C -0.9380 -2.3201 -1.3156  P2 1.790, N3 1.315, C14 1.476
9 C -1.5680 2.3568 -0.1056  C12 1.343, C13 1.357, H23 1.076
10 C 0.3690 1.0881 0.5930  C5 1.489, C7 1.371, C13 1.432
11 C -1.3348 0.0590 -0.8133  C7 1.370, C12 1.432, C14 1.586
12 C -2.0498 1.2996 -0.7795  S1 1.781, C9 1.343, C11 1.432
13 C -0.4057 2.2925 0.5917  C9 1.357, C10 1.432, H15 1.094
14 C -1.7459 -1.1602 -1.7407  C8 1.476, C11 1.586, H17 1.104, H24 1.061
15 H 0.1129 3.1159 1.0914  C13 1.094
16 H 2.4703 0.9847 -0.8245  C4 1.070
17 H -2.8234 -1.3554 -1.5992  C14 1.104
18 H -2.1799 -2.9057 0.3044  N3 0.968
19 H -0.7804 -3.8056 -0.1936  N3 1.050
20 H 1.6222 1.6053 3.3550  C6 1.134
21 H -0.0797 -3.9984 -2.6310  P2 1.386
22 H 0.4283 -0.8190 -0.2798  C7 1.047
23 H -2.0724 3.2966 -0.2435  C9 1.076
24 H -1.5072 -0.7315 -2.6810  C14 1.061
25 H 3.0313 0.6311 2.6974  C6 1.075
26 H 1.5251 -0.0777 2.9408  C6 1.081
27 H 0.1110 -2.0453 -3.2600  P2 1.363
28 H -4.0118 2.7930 -1.0853  S1 1.333
29 H 3.8613 0.8458 0.3657  C4 1.164

Just the natural (NBO) charges please, in e? Sure, here they are: number 1, S, carries 0.015; number 2, P, carries 0.420; number 3, N, carries -0.648; number 4, C, carries -0.373; number 5, C, carries -0.025; number 6, C, carries -0.647; number 7, C, carries -0.220; number 8, C, carries 0.231; number 9, C, carries -0.180; number 10, C, carries -0.031; number 11, C, carries -0.036; number 12, C, carries -0.147; number 13, C, carries -0.162; number 14, C, carries -0.543; number 15, H, carries 0.234; number 16, H, carries 0.194; number 17, H, carries 0.269; number 18, H, carries 0.445; number 19, H, carries 0.414; number 20, H, carries 0.243; number 21, H, carries 0.037; number 22, H, carries 0.186; number 23, H, carries 0.220; number 24, H, carries 0.265; number 25, H, carries 0.228; number 26, H, carries 0.215; number 27, H, carries 0.020; number 28, H, carries 0.158; number 29, H, carries 0.219